(1)
Density functional theory data (wB97M-V/def2-TZVPD) for the molecule C22H17ClN4O in a non-equilibrium geometry.

Properties
Structure (SMILES) = Cc1nc2ccc(Cl)cc2c(-n2ccc3c(O)cc(-c4cn[nH]c4)cc32)c1C
HOMO = -7.71 eV
LUMO level = -0.42 eV

```
45
Properties=species:S:1:pos:R:3:forces:R:3
C -0.51555 -3.84187 2.59794 -1.63 0.38 1.11
C 0.17148 -2.88585 1.70268 1.37 -1.53 -1.11
N 0.98722 -3.47257 0.84135 -0.24 -1.61 1.69
C 1.95143 -2.80821 0.23145 -1.59 0.68 -0.44
C 2.74197 -3.47253 -0.68008 2.64 0.71 -1.39
C 3.64918 -2.74498 -1.48219 -0.90 -4.13 -0.05
C 3.66378 -1.40077 -1.43391 -0.69 4.43 0.23
Cl 4.74367 -0.46086 -2.55147 -0.84 -0.85 0.90
C 2.78681 -0.66567 -0.60455 1.58 -1.97 -0.12
C 1.96123 -1.41356 0.30562 2.34 1.99 -2.42
C 1.06357 -0.72563 1.07164 -3.03 -0.52 3.02
N 1.02678 0.71539 1.16269 0.48 0.66 0.37
C 1.79592 1.64264 1.92087 -1.55 2.00 -1.26
C 1.31646 2.96697 1.64551 1.43 -2.26 2.20
C 0.20592 2.82904 0.78163 0.94 -0.43 0.45
C -0.71805 3.70255 0.24428 -2.20 0.35 -0.53
O -1.00270 4.96623 0.70830 -0.17 -0.19 -0.98
C -1.60525 3.23038 -0.73765 0.32 3.32 -0.19
C -1.50987 1.94243 -1.19290 -2.57 0.35 -2.32
C -2.33004 1.45105 -2.34592 -0.14 -1.00 1.02
C -2.41479 0.08561 -2.86570 0.00 3.25 0.37
N -3.28833 0.01576 -3.83353 0.72 -1.33 -1.05
N -3.70375 1.25665 -4.06606 -0.58 1.34 2.32
C -3.28696 2.10302 -3.03353 -0.81 0.75 -1.63
C -0.75090 1.08071 -0.54320 1.63 -3.21 1.83
C 0.10746 1.45961 0.46442 -0.22 1.12 -0.55
C 0.09841 -1.51734 1.78496 -0.70 3.67 0.62
C -1.15198 -0.89016 2.53122 2.95 1.42 -3.60
H 0.01446 -3.87999 3.56662 0.16 -0.10 -0.44
H -0.46900 -4.84005 2.12398 -0.49 0.57 0.45
H -1.53345 -3.44888 2.93103 0.95 -0.99 -0.83
H 2.75356 -4.54671 -0.69528 -0.26 -0.21 -0.15
H 4.22574 -3.33070 -2.22439 -0.14 0.69 0.63
H 2.79839 0.40712 -0.56755 0.00 0.22 -0.16
H 2.58604 1.37651 2.59596 0.07 -0.40 -0.03
H 1.67332 3.84813 2.21613 -0.24 -0.72 -0.70
H -0.44667 5.30339 1.39775 0.74 -0.22 0.49
H -2.26388 4.01185 -1.23914 0.82 -1.24 0.83
H -1.72680 -0.61502 -2.51158 0.31 -1.74 -0.04
H -4.54044 1.44867 -4.59298 0.06 -0.47 -0.10
H -3.78691 3.06816 -2.88623 0.63 -0.38 -0.30
H -0.87092 0.02722 -0.63965 0.04 -0.77 -0.73
H -1.98732 -1.00294 1.90103 -1.29 -0.83 -0.68
H -1.07878 0.18371 2.51641 0.49 0.59 0.23
H -1.34041 -1.15852 3.48403 -0.40 -1.40 3.06
```
Positions in Å, forces in eV/Å.

(2)
Density functional theory data (wB97M-V/def2-TZVPD) for a structure of composition C22H17F3N3O2OsS in a non-equilibrium geometry.

Properties
Charge = +1
HOMO (alpha / beta) = -10.33 / -10.20 eV
LUMO level (alpha / beta) = -5.36 / -5.60 eV
ΔE to the lowest compared entry with this formula, charge and spin = 380.8 kJ/mol

```
49
Properties=species:S:1:pos:R:3:forces:R:3
Os -0.25345 -0.75618 -0.85982 0.70 2.15 3.20
O 1.67794 -0.42214 -1.16599 0.04 -0.45 -1.11
C 2.72448 -1.10200 -0.75469 -0.21 -0.10 0.35
C 4.00162 -0.52566 -0.88482 0.09 0.16 -0.18
C 5.11704 -1.19218 -0.45403 -0.05 0.06 -0.03
C 5.02517 -2.48553 0.09488 -0.05 -0.06 -0.03
C 3.80304 -3.08149 0.19458 0.01 -0.14 -0.02
C 2.62038 -2.40501 -0.19519 -0.26 0.12 0.11
C 1.38244 -3.07549 -0.01436 0.39 -0.18 0.13
N 0.19409 -2.57760 -0.19405 0.01 0.13 -0.07
C -0.94994 -3.48332 0.06196 -0.11 0.10 -0.08
C -2.29942 -2.80977 -0.24762 0.12 -0.04 0.13
N -2.13131 -1.40680 -0.69102 0.19 -0.12 -0.23
C -3.22155 -0.75978 -1.00754 -0.20 0.24 -0.17
C -3.31108 0.57834 -1.45538 0.03 -0.16 0.04
C -4.60263 1.14189 -1.62081 -0.10 -0.04 0.01
C -4.76252 2.43733 -2.01149 -0.02 -0.06 0.00
C -3.62216 3.21619 -2.29781 0.05 -0.05 0.01
C -2.36243 2.69371 -2.18941 0.14 0.22 -0.06
C -2.16821 1.36924 -1.75126 0.07 -0.35 0.05
O -0.94740 0.91525 -1.64505 -0.13 0.25 -0.33
H 4.06441 0.46189 -1.32170 -0.01 0.02 0.07
H 6.08780 -0.72063 -0.53823 -0.04 0.02 -0.02
H 5.91462 -3.00226 0.42614 0.00 0.00 -0.02
H 3.72033 -4.09061 0.58161 -0.03 0.04 0.05
H 1.44601 -4.11178 0.31711 -0.02 0.00 0.00
H -0.91427 -3.79809 1.10455 0.01 0.03 0.03
H -0.83515 -4.37435 -0.55464 0.02 -0.01 0.01
H -2.93470 -2.82946 0.63829 0.01 0.04 0.01
H -2.81721 -3.36395 -1.02956 0.00 0.02 -0.04
H -4.16753 -1.29179 -0.91030 0.03 -0.04 0.06
H -5.46832 0.51885 -1.42681 0.02 0.02 0.05
H -5.75146 2.86227 -2.10792 0.01 0.00 -0.02
H -3.74841 4.24388 -2.61352 0.03 -0.02 -0.02
H -1.48334 3.27766 -2.42744 0.00 0.00 0.05
F 3.04982 3.72540 1.41137 -0.04 0.03 0.20
C 1.77645 3.88131 1.79873 0.16 0.07 -0.40
F 1.17618 4.68575 0.90592 -0.01 0.02 0.19
F 1.79644 4.53167 2.97004 -0.04 0.01 0.07
C 1.05513 2.56046 1.92484 -0.21 -0.17 0.78
C 0.53969 2.18570 3.14096 0.35 0.54 -0.27
C -0.13793 0.97710 3.26203 -0.18 -0.38 -0.13
C -0.27502 0.20770 2.14134 -0.43 -0.43 0.47
N 0.21400 0.55906 0.94106 -0.90 -1.92 -1.77
C 0.89641 1.72187 0.79249 0.85 0.56 -1.73
S 1.56385 2.16112 -0.71829 -0.29 -0.09 0.69
H 0.66767 2.83129 3.99790 -0.02 0.02 0.01
H -0.55060 0.65944 4.20765 0.00 -0.09 -0.05
H -0.79898 -0.73851 2.17530 0.01 0.01 0.00
```
Positions in Å, forces in eV/Å.

(3)
Density functional theory data (wB97M-V/def2-TZVPD) for a structure of composition C22H17IN3O3Pt in a non-equilibrium geometry.

Properties
Spin multiplicity = 2
Charge = +2
HOMO (alpha / beta) = -13.90 / -13.86 eV
LUMO level (alpha / beta) = -6.97 / -9.55 eV
ΔE to the lowest compared entry with this formula, charge and spin = 132.6 kJ/mol

```
47
Properties=species:S:1:pos:R:3:forces:R:3
Pt 0.29281 0.41520 0.16538 0.97 0.69 0.05
C -0.16146 2.80654 -3.25656 0.02 -0.17 -0.07
C 0.14256 4.07436 -2.80111 0.06 0.24 0.09
C 0.52164 4.24642 -1.47714 0.08 0.39 -0.19
C 0.58496 3.15645 -0.63917 0.16 0.45 0.25
N 0.29404 1.93734 -1.09783 -0.75 -0.43 0.00
C -0.07131 1.75358 -2.36883 0.02 -0.02 -0.16
C 0.91939 3.20986 0.79580 -0.01 0.24 -0.42
C 1.30363 4.34142 1.47787 0.04 0.38 0.15
C 1.54448 4.26053 2.84307 0.05 0.24 -0.11
C 1.37990 3.05201 3.48967 -0.09 -0.17 0.03
C 1.00859 1.95053 2.73937 -0.01 -0.06 0.07
N 0.80570 2.04037 1.42425 0.27 -1.27 0.03
H -0.45945 2.62832 -4.28033 0.01 -0.02 0.03
H 0.08670 4.92290 -3.47051 0.01 0.01 0.05
H 0.76377 5.22919 -1.09789 -0.03 0.00 -0.06
H -0.28269 0.73335 -2.66485 -0.05 0.00 0.04
H 1.41149 5.28076 0.95401 0.00 0.00 0.06
H 1.85275 5.13800 3.39656 -0.02 0.00 -0.04
H 1.53429 2.95460 4.55490 -0.01 -0.02 -0.02
H 0.85746 0.97781 3.18673 0.03 -0.03 -0.03
I 7.36492 0.19605 2.15126 -0.05 0.00 0.00
C 5.43704 -0.40920 1.99051 0.24 0.10 -0.01
C 4.78436 -0.29380 0.73284 0.05 -0.04 0.18
C 3.51449 -0.77337 0.60108 0.00 -0.25 0.16
C 2.85927 -1.33890 1.72344 0.19 0.25 -0.05
C 3.53067 -1.46737 2.96797 -0.09 0.06 -0.08
C 4.79760 -0.98656 3.11235 0.01 0.02 -0.15
C 1.50984 -1.95842 1.60340 -0.23 0.37 -0.02
O 1.49147 -3.06672 2.09220 -0.12 -0.30 -0.07
O 0.53213 -1.38364 0.98917 -0.48 -0.28 0.44
H 5.30177 0.14382 -0.10998 0.05 -0.01 0.04
H 3.03079 -0.76480 -0.36470 -0.12 0.04 -0.01
H 3.03117 -1.96126 3.79076 -0.06 0.00 -0.06
H 5.31632 -1.07582 4.05648 0.05 0.04 -0.03
O -2.02805 0.55125 0.17492 -0.28 -0.23 -0.10
N -2.78364 1.35846 -0.54652 0.12 -0.21 0.02
C -3.04694 2.59963 -0.09866 0.00 0.12 0.02
C -3.89551 3.43225 -0.79632 0.00 0.00 -0.03
C -4.48085 2.98707 -1.97233 -0.02 0.01 0.01
C -4.19023 1.70610 -2.41696 -0.01 0.04 -0.03
C -3.33579 0.90734 -1.68843 -0.08 -0.05 -0.09
H -2.57454 2.85561 0.83760 -0.01 -0.05 0.02
H -4.10756 4.41604 -0.40266 0.02 -0.01 0.01
H -5.16503 3.61935 -2.52148 0.02 -0.01 0.01
H -4.63654 1.31349 -3.31990 0.02 -0.03 0.02
H -3.08459 -0.11081 -1.94570 0.01 -0.01 0.04
```
Positions in Å, forces in eV/Å.

(4)
Density functional theory data (wB97M-V/def2-TZVPD) for a structure of composition C22H18AsBr2F6N4O3Sr in a non-equilibrium geometry.

Properties
Spin multiplicity = 2
HOMO (alpha / beta) = -7.73 / -7.73 eV
LUMO level (alpha / beta) = -1.30 / -3.34 eV
ΔE to the lowest compared entry with this formula, charge and spin = 0.0 kJ/mol

```
57
Properties=species:S:1:pos:R:3:forces:R:3
Sr 1.03856 0.86716 -0.85005 -0.40 -0.65 1.87
O 1.30584 2.18297 3.82624 0.10 -0.54 -0.95
C 1.40581 1.64598 2.69155 -0.79 0.49 0.64
N 0.39530 1.21111 1.92134 1.32 0.51 -0.38
C -0.88876 1.68763 2.39101 -0.09 -0.65 0.00
C -1.89713 1.71931 1.24275 1.09 1.41 -0.09
C -3.24890 1.99832 1.48456 0.80 -0.39 -0.12
C -4.08457 1.93244 0.40934 -1.66 -1.14 -1.25
C -3.62218 1.57981 -0.89497 1.05 1.67 1.27
C -2.24183 1.70295 -1.07532 -0.49 -1.54 1.19
N -1.39649 1.72480 -0.00756 -0.70 -0.51 -0.18
C 2.80489 1.69105 2.07814 1.11 0.44 0.33
C 3.82379 2.39025 2.75298 -0.06 0.44 -0.25
C 5.02424 2.69847 2.09672 -1.12 -0.83 -0.12
C 5.21215 2.24222 0.80475 -0.35 -0.64 0.58
C 4.20107 1.47123 0.25241 1.10 0.75 0.00
N 3.06737 1.22958 0.84762 -2.10 -0.45 0.30
H -0.80778 2.70635 2.82923 -0.06 -0.39 -0.19
H -1.27700 1.04519 3.21491 -0.04 0.35 -0.37
H -3.57480 2.20690 2.49685 -0.12 -0.09 -0.12
H -5.18201 1.98564 0.55201 0.76 0.19 -0.03
H -4.30814 1.42778 -1.70246 -0.17 0.00 -0.31
H -1.73169 1.51154 -2.01147 -0.35 0.45 -0.27
H 3.65088 2.80819 3.73889 -0.22 -0.31 -0.11
H 5.77295 3.26324 2.59727 0.48 0.40 0.33
H 6.13097 2.35323 0.28429 0.54 0.37 -0.43
H 4.28458 1.10819 -0.74361 0.26 -0.35 -0.73
C 0.51733 -3.21065 2.28822 -0.62 0.78 1.71
C -0.57580 -3.23739 1.29786 -1.65 -0.81 -1.70
C -1.71723 -4.07925 1.56405 0.54 1.16 0.06
C -2.65353 -4.25311 0.55767 1.59 0.27 0.20
C -2.50084 -3.55147 -0.66073 0.64 0.33 0.33
C -3.45586 -3.66555 -1.69340 -0.63 0.74 -1.80
Br -5.00033 -4.74065 -1.55383 0.23 0.09 0.17
C -3.32092 -2.97753 -2.91885 1.29 0.46 1.16
C -2.16696 -2.19134 -3.11405 -0.09 -0.27 -0.50
Br -1.64860 -1.74821 -4.88061 -0.36 0.24 0.64
C -1.23930 -1.82305 -2.04369 0.93 0.92 0.06
O -0.41036 -0.86838 -2.11069 -1.68 -2.08 -0.04
C -1.37477 -2.67072 -0.83220 -1.25 -0.75 0.60
N -0.44642 -2.59076 0.10866 0.76 -0.17 1.77
H 0.12822 -2.82740 3.28525 0.31 -0.48 -1.09
H 1.25034 -2.49304 1.99607 0.78 0.30 -0.22
H 0.93608 -4.19851 2.48920 0.04 0.09 -0.23
H -1.78499 -4.45241 2.61110 -0.18 -0.17 -1.19
H -3.40288 -5.00804 0.60087 -0.70 -0.15 0.38
H -4.08240 -3.00075 -3.68434 0.13 -0.36 -0.07
F 1.39371 3.30684 -1.66589 -0.53 -0.20 0.10
As 1.71531 2.77779 -3.30239 1.50 2.47 -2.18
F 0.25228 1.72168 -3.06395 1.20 0.76 -0.76
F 0.82829 4.09342 -4.12003 0.40 -1.45 1.57
F 2.12701 2.24974 -4.91193 -0.43 -0.44 1.20
F 3.17857 3.76532 -3.16744 -1.10 -0.66 -0.48
F 2.71492 1.45803 -2.60003 -0.81 -0.03 -0.25
O 2.25399 -1.83599 -0.91032 -0.75 0.01 0.51
H 3.05234 -2.10890 -0.46782 0.81 0.10 0.01
H 1.57568 -2.23123 -0.32413 -0.28 0.30 -0.59
```
Positions in Å, forces in eV/Å.

| no. | DFT total energy (eV) |
| --- | --- |
| 1 | -43618.314 |
| 2 | -53102.589 |
| 3 | -45031.630 |
| 4 | -253279.333 |